P:
ORCA calculation (wB97M-V/def2-TZVPD) on a molecular structure, C2H3Cl2NS.

Values from the calculation:
Gap between HOMO and LUMO (spin up / spin down) = 7.34 / 9.15 eV

The geometry in ORCA input format:
```
! RIJCOSX wB97M-V def2-TZVPD def2/J DEFGRID3
* xyz 0 1
C 2.762 -0.787 -0.167
C 0.153 -0.073 -0.191
N 1.425 0.490 -0.304
S 4.382 -0.329 -0.227
Cl 2.316 -2.383 -0.049
Cl 4.247 1.659 -0.156
H -0.447 0.336 -1.013
H -0.305 0.242 0.760
H 0.108 -1.166 -0.246
*
```

=====

Q:
ORCA calculation (wB97M-V/def2-TZVPD) on a single C2H3Cl2NS molecule.

Values from the calculation:
Gap between HOMO and LUMO = 9.19 eV

The geometry in ORCA input format:
```
! RIJCOSX wB97M-V def2-TZVPD def2/J DEFGRID3
* xyz 0 1
C 0.450 0.155 0.973
C -1.090 -0.252 -0.876
N 0.215 -0.108 -0.332
S 2.050 0.597 1.462
Cl -0.628 0.103 2.304
Cl 2.958 0.466 -0.326
H -0.838 -0.833 -1.863
H -1.293 0.691 -1.152
H -1.824 -0.820 -0.191
*
```

=====

Quick one: least stable of them? P

=====

P:
ORCA calculation (wB97M-V/def2-TZVPD) on a gas-phase ion, C5H6N (charge +1).

Values from the calculation:
Gap between HOMO and LUMO (spin up / spin down) = 9.33 / 5.73 eV

The geometry in ORCA input format:
```
! RIJCOSX wB97M-V def2-TZVPD def2/J DEFGRID3
* xyz 1 3
C -0.639 1.702 2.512
C -0.162 0.911 1.729
C 0.208 -0.073 0.842
C 0.615 0.016 -0.598
C -0.375 -0.849 -1.439
N 0.979 -1.141 -1.483
H -1.211 2.087 3.381
H -0.018 -0.941 1.350
H 0.920 1.002 -1.037
H -1.010 -1.467 -0.706
H 1.485 -0.911 -2.348
H -0.792 -0.336 -2.202
*
```

=====

Q:
ORCA calculation (wB97M-V/def2-TZVPD) on a gas-phase ion, C5H6N (charge +1).

Values from the calculation:
Gap between HOMO and LUMO (spin up / spin down) = 7.37 / 6.54 eV

The geometry in ORCA input format:
```
! RIJCOSX wB97M-V def2-TZVPD def2/J DEFGRID3
* xyz 1 3
C -1.268 -0.286 0.299
C -2.467 0.081 0.268
C 1.697 1.397 -0.187
C 1.113 -1.354 -0.358
C 1.321 0.059 -0.133
N -0.043 -0.512 0.133
H -3.300 0.709 0.094
H 2.736 1.516 -0.529
H 1.031 2.260 0.059
H 1.134 -1.674 -1.334
H 1.305 -1.962 0.432
H -3.258 -0.234 1.255
*
```

=====

Quick one: least stable of them? Q

=====

P:
ORCA calculation (wB97M-V/def2-TZVPD) on a gas-phase ion, C6H11N (charge -1).

Values from the calculation:
Gap between HOMO and LUMO (spin up / spin down) = 3.07 / 8.74 eV

The geometry in ORCA input format:
```
! RIJCOSX wB97M-V def2-TZVPD def2/J DEFGRID3
* xyz -1 2
C -1.413 0.118 0.736
C -0.668 -0.999 0.076
C 0.556 -0.414 -0.604
C 0.583 -0.206 -1.941
C 2.199 0.469 1.028
C 1.795 -0.502 0.209
N -2.232 0.943 -0.162
H -2.115 -0.227 1.546
H -0.591 0.680 1.259
H -1.310 -1.487 -0.674
H -0.450 -1.825 0.784
H -0.343 -0.157 -2.517
H 1.424 0.193 -2.519
H 3.027 0.426 1.712
H 1.580 1.331 1.220
H 2.408 -1.390 0.207
H -1.652 1.499 -0.779
H -2.797 1.547 0.418
*
```

=====

Q:
ORCA calculation (wB97M-V/def2-TZVPD) on a gas-phase ion, C6H11N (charge -1).

Values from the calculation:
Gap between HOMO and LUMO (spin up / spin down) = 4.40 / 6.60 eV

The geometry in ORCA input format:
```
! RIJCOSX wB97M-V def2-TZVPD def2/J DEFGRID3
* xyz -1 2
C -1.356 -1.225 0.810
N -0.519 -0.101 1.364
C -0.511 1.002 0.562
C -0.904 2.122 1.248
C 1.618 -0.959 -1.936
C 1.326 -0.162 -0.674
C 0.280 0.748 -0.624
H -2.422 -1.009 0.887
H -0.938 -1.407 -0.228
H -1.004 -2.016 1.472
H -0.539 0.119 2.367
H -0.480 3.093 0.995
H -1.964 1.885 1.856
H 2.722 -0.714 -2.040
H 1.117 -0.335 -2.740
H 1.381 -2.008 -1.875
H 1.998 -0.385 0.111
H 0.194 1.352 -1.554
*
```

=====

Quick one: least stable of them? Q

=====

P:
ORCA calculation (wB97M-V/def2-TZVPD) on a gas-phase ion, C3H6N3O (charge +1).

Values from the calculation:
Gap between HOMO and LUMO = 8.63 eV

The geometry in ORCA input format:
```
! RIJCOSX wB97M-V def2-TZVPD def2/J DEFGRID3
* xyz 1 1
C -0.199 0.392 1.333
C -0.898 -0.871 -0.628
C 0.437 -0.415 -0.993
N 1.351 -0.185 -1.637
N 0.660 1.100 0.577
N -1.071 -0.354 0.797
O 2.310 -0.087 -2.356
H -0.002 0.344 2.416
H -1.620 -0.433 -1.217
H -0.994 -1.889 -0.452
H 0.338 1.838 -0.102
H 1.539 1.278 0.953
H -1.852 -0.718 1.310
*
```

=====

Q:
ORCA calculation (wB97M-V/def2-TZVPD) on a gas-phase ion, C3H6N3O (charge +1).

Values from the calculation:
Gap between HOMO and LUMO (spin up / spin down) = 7.92 / 7.92 eV

The geometry in ORCA input format:
```
! RIJCOSX wB97M-V def2-TZVPD def2/J DEFGRID3
* xyz 1 1
C -1.639 0.509 0.287
C -1.702 -0.753 0.758
C 1.228 -0.271 0.552
N -0.623 -1.665 0.849
N 0.411 -1.189 0.460
N 2.171 0.064 -0.608
O -0.665 1.048 -0.489
H -2.483 1.137 0.361
H -2.595 -1.126 1.132
H 3.206 0.353 -0.231
H 1.572 0.822 -1.019
H 2.199 -0.743 -1.188
H -1.081 1.814 -0.862
*
```

=====

Quick one: least stable of them? Q

=====

P:
ORCA calculation (wB97M-V/def2-TZVPD) on a single C6H7ClO molecule.

Values from the calculation:
Gap between HOMO and LUMO = 9.31 eV

The geometry in ORCA input format:
```
! RIJCOSX wB97M-V def2-TZVPD def2/J DEFGRID3
* xyz 0 1
C -0.723 0.887 -1.113
C -0.790 1.782 0.153
C -0.514 0.802 1.284
C 0.097 -0.302 0.805
C 0.074 -0.313 -0.694
C 0.882 -1.012 -1.496
H -0.789 2.132 -2.578
H -1.774 0.628 -1.352
H 0.030 2.522 0.083
H -1.717 2.363 0.299
H -0.798 1.018 2.283
H 1.500 -1.827 -1.063
H 0.990 -0.764 -2.570
O -0.231 1.429 -2.322
Cl 0.603 -1.680 1.755
*
```

=====

Q:
ORCA calculation (wB97M-V/def2-TZVPD) on a single C6H7ClO molecule.

Values from the calculation:
Gap between HOMO and LUMO = 9.27 eV

The geometry in ORCA input format:
```
! RIJCOSX wB97M-V def2-TZVPD def2/J DEFGRID3
* xyz 0 1
C -1.831 -0.348 0.021
C -0.382 -0.637 -0.122
C 0.179 -1.890 -0.077
C 1.830 -0.438 -0.002
C 0.676 0.315 -0.023
C 0.427 1.816 -0.006
H -2.485 -1.190 -0.223
H -2.146 0.063 1.028
H -2.121 0.435 -0.705
H -0.238 -2.861 -0.018
H 0.619 2.268 0.986
H -0.628 2.021 -0.256
H 1.091 2.333 -0.668
O 1.488 -1.702 0.092
Cl 3.521 -0.187 -0.029
*
```

=====

Quick one: least stable of them? P

=====

P:
ORCA calculation (wB97M-V/def2-TZVPD) on a single C6H9NO4 molecule.

Values from the calculation:
Gap between HOMO and LUMO = 10.51 eV

The geometry in ORCA input format:
```
! RIJCOSX wB97M-V def2-TZVPD def2/J DEFGRID3
* xyz 0 1
C 0.745 -0.913 1.898
C 1.166 0.011 0.756
C 1.217 -0.822 -0.507
C -0.894 0.330 -0.379
C 0.125 1.022 0.595
C -1.716 1.409 -1.002
H -0.369 -2.068 0.788
H 2.165 0.249 1.099
H 1.119 -1.901 -0.291
H 2.068 -0.492 -1.224
H -0.389 -1.218 -1.725
H -1.593 -0.334 0.191
H 0.470 1.863 0.112
H -0.359 1.373 1.466
H -0.780 0.855 -2.543
N -0.005 -0.272 -1.322
O -0.184 -1.965 1.729
O 1.096 -0.748 3.043
O -1.539 1.497 -2.388
O -2.344 2.124 -0.296
*
```

=====

Q:
ORCA calculation (wB97M-V/def2-TZVPD) on a single C6H9NO4 molecule.

Values from the calculation:
Gap between HOMO and LUMO = 10.14 eV

The geometry in ORCA input format:
```
! RIJCOSX wB97M-V def2-TZVPD def2/J DEFGRID3
* xyz 0 1
C -0.890 1.576 0.467
C 0.307 0.650 0.515
C 0.844 0.305 1.937
C 0.557 -1.196 2.030
C -0.052 -0.709 -0.130
C 0.279 -0.940 -1.622
H -2.202 2.183 -0.761
H 1.072 1.166 -0.090
H 0.317 0.910 2.689
H 1.930 0.512 1.987
H -0.452 -1.362 2.407
H 1.293 -1.696 2.673
H 0.395 -2.590 0.531
H -1.125 -0.859 -0.024
H 1.297 -0.352 -3.035
N 0.722 -1.652 0.653
O -1.455 1.574 -0.761
O -1.262 2.296 1.368
O 1.118 -0.036 -2.140
O -0.132 -1.891 -2.233
*
```

=====

Quick one: least stable of them? P

=====

P:
ORCA calculation (wB97M-V/def2-TZVPD) on a single C4H10SSi molecule.

Values from the calculation:
Gap between HOMO and LUMO = 9.72 eV

The geometry in ORCA input format:
```
! RIJCOSX wB97M-V def2-TZVPD def2/J DEFGRID3
* xyz 0 1
C 1.044 -1.104 -0.557
C 0.662 0.261 -0.768
C 1.453 -1.234 0.884
C -2.264 1.189 0.428
Si -0.335 0.942 0.655
S 0.234 -0.676 2.034
H 0.136 -1.669 -0.779
H 1.833 -1.421 -1.339
H 1.550 0.958 -0.878
H 0.184 0.202 -1.728
H 1.633 -2.242 1.190
H 2.373 -0.707 0.884
H -2.520 1.848 1.176
H -2.504 1.631 -0.535
H -2.789 0.235 0.485
H 0.529 2.188 0.934
*
```

=====

Q:
ORCA calculation (wB97M-V/def2-TZVPD) on a single C4H10SSi molecule.

Values from the calculation:
Gap between HOMO and LUMO = 10.23 eV

The geometry in ORCA input format:
```
! RIJCOSX wB97M-V def2-TZVPD def2/J DEFGRID3
* xyz 0 1
C -1.127 1.062 0.084
C -1.145 -0.154 -0.833
C 0.329 1.290 0.391
C -0.413 -1.358 -0.188
Si 1.031 -0.413 0.866
S 3.017 -0.389 -0.001
H -1.680 1.904 -0.347
H -1.702 0.844 1.038
H -2.147 -0.508 -1.164
H -0.360 0.103 -1.589
H 0.791 1.723 -0.520
H 0.423 2.103 1.107
H -1.025 -1.821 0.457
H -0.100 -2.065 -1.057
H 0.863 -0.739 2.276
H 3.243 -1.583 -0.520
*
```

=====

R:
ORCA calculation (wB97M-V/def2-TZVPD) on 2 unconnected molecules or ions with the total composition C4H10SSi.

Values from the calculation:
Gap between HOMO and LUMO (spin up / spin down) = 7.48 / 8.58 eV

The geometry in ORCA input format:
```
! RIJCOSX wB97M-V def2-TZVPD def2/J DEFGRID3
* xyz 0 1
C -0.499 0.738 -1.109
C -1.170 -0.684 -0.674
C -0.149 1.413 0.262
C -0.329 -1.337 0.445
Si 0.921 -0.078 0.895
S 2.483 -0.157 -0.623
H 0.351 0.592 -1.767
H -1.142 1.459 -1.642
H -2.003 -0.335 -0.149
H -1.458 -1.342 -1.474
H 0.196 2.406 0.033
H -1.073 1.470 0.824
H -1.082 -1.657 1.244
H 0.123 -2.158 -0.024
H 1.336 -0.517 3.619
H 3.495 0.186 0.142
*
```

=====

Quick one: least stable of them? R

=====

P:
ORCA calculation (wB97M-V/def2-TZVPD) on a gas-phase ion, C3H6FN2S (charge +1).

Values from the calculation:
Gap between HOMO and LUMO = 8.56 eV

The geometry in ORCA input format:
```
! RIJCOSX wB97M-V def2-TZVPD def2/J DEFGRID3
* xyz 1 1
C 0.400 0.318 0.936
C -0.824 -0.616 -0.955
C 0.475 -0.658 -1.631
N -0.742 0.272 0.198
N 0.408 1.027 2.054
F 0.814 -1.686 -2.409
S 1.605 -0.799 0.690
H -1.806 -0.444 -1.448
H -0.924 -1.643 -0.528
H 0.983 0.293 -1.880
H -1.038 1.192 -0.164
H -0.440 1.511 2.431
H 1.090 1.232 2.706
*
```

=====

Q:
ORCA calculation (wB97M-V/def2-TZVPD) on 2 unconnected molecules or ions with the total composition C3H6FN2S.

Values from the calculation:
Gap between HOMO and LUMO = 6.84 eV

The geometry in ORCA input format:
```
! RIJCOSX wB97M-V def2-TZVPD def2/J DEFGRID3
* xyz 1 1
C 1.093 0.501 0.441
C -1.212 -1.926 -1.193
C 1.335 1.089 1.607
N -2.110 -1.192 -1.769
N 1.442 2.432 1.887
F -0.308 -2.584 -1.900
S 0.851 -0.408 -0.822
H 1.667 0.258 2.256
H -1.375 -2.239 -0.184
H -1.899 -0.967 -2.781
H -2.934 -0.789 -1.393
H 1.831 2.672 2.741
H 1.618 3.153 1.110
*
```

=====

Quick one: least stable of them? Q